(1)
C11H13N5O7 | the ωB97M-V functional and the def2-TZVPD basis

XYZ file:
```
36
Properties=species:S:1:pos:R:3:mulliken_charge:R:1
C -0.00518 -0.55038 2.05905 -1.193
N 0.61451 -0.40355 0.67256 0.487
C -0.29405 -0.35077 -0.67328 1.147
C -0.16629 0.80345 -1.68854 -0.926
N 1.06764 0.87242 -2.39797 1.088
O 1.38837 1.90149 -3.04652 -0.675
O 1.82436 -0.13468 -2.32646 -0.624
C -1.14278 1.74201 -2.02434 -0.433
C -2.46670 1.55745 -1.58481 -0.880
N -3.46897 2.55407 -1.99566 0.905
O -4.63454 2.48562 -1.56061 -0.589
O -3.08687 3.46905 -2.76686 -0.618
C -2.77991 0.33521 -0.86559 1.207
N -4.02421 -0.22939 -0.68347 -0.476
O -3.76486 -1.50657 -0.21916 -0.218
N -2.35893 -1.68060 -0.02378 0.810
O -1.87775 -2.75495 0.33116 -0.739
C -1.74863 -0.54690 -0.50974 -1.144
C 1.40851 -1.72251 0.54325 -0.574
C 2.57413 -1.79052 1.51443 -0.537
O 3.42726 -0.65824 1.36300 -0.404
C 2.73780 0.51694 1.78482 -0.706
C 1.51035 0.83445 0.92478 -0.278
H -0.73312 0.24274 2.22018 0.334
H -0.48175 -1.52352 2.17320 0.368
H 0.82116 -0.47109 2.79201 0.549
H 0.03205 -1.29881 -1.28216 0.382
H -0.87073 2.58239 -2.67638 0.614
H 0.66968 -2.53501 0.69903 0.348
H 1.77548 -1.78538 -0.48524 0.467
H 2.20530 -1.92980 2.54570 0.325
H 3.26158 -2.60244 1.24697 0.419
H 2.44694 0.46408 2.85076 0.384
H 3.50132 1.30066 1.65780 0.395
H 1.78579 1.27115 -0.03121 0.436
H 0.85305 1.54190 1.46310 0.348
```

Computed properties:
LUMO   -0.789 eV
Energy above the lowest of the compared OMol25 structures with the same formula, charge and spin   59.1 kJ/mol
Total charge   0
Highest occupied orbital energy   -8.259 eV
SMILES   C[N+]1([C@@H]2C(=[N+]([O-])[O-])C=C([N+](=O)[O-])c3no[n+]([O-])c32)CCOCC1


(2)
C20H18BF7N2O9S | the ωB97M-V functional and the def2-TZVPD basis

XYZ file:
```
58
Properties=species:S:1:pos:R:3:mulliken_charge:R:1
C -0.49210 -2.98363 1.04687 -0.624
C -0.69026 -1.61060 0.77035 -0.262
N -0.90456 -1.01922 -0.57815 0.246
C 0.32993 -1.02876 -1.40303 0.365
O 0.32304 -0.28641 -2.42345 -0.552
O 1.47986 -1.78174 -1.06465 -0.288
B 2.69373 -0.98477 -1.17166 0.644
O 3.28182 -0.52139 -2.39374 -0.300
N 3.40049 -0.61851 0.11615 -0.157
C 3.56580 0.86726 0.23945 -0.738
C 4.82072 -1.12667 -0.11273 -0.754
S -2.24932 -1.70647 -1.41525 1.169
O -1.86035 -3.05748 -1.99898 -0.630
O -2.62345 -0.84864 -2.60585 -0.615
C -3.78082 -1.91651 -0.37070 0.476
F -4.70439 -2.65143 -1.18335 -0.231
F -3.58180 -2.74686 0.78133 -0.208
C -4.54905 -0.53938 -0.00580 0.544
F -5.75938 -0.94923 0.65491 -0.287
F -4.96422 0.19348 -1.13431 -0.220
C -3.77768 0.39320 1.04209 0.714
F -2.69893 1.12539 0.46479 -0.214
F -4.71798 1.39927 1.44116 -0.288
F -3.41513 -0.27841 2.22508 -0.281
H -0.60057 -3.81572 0.25817 0.249
H -0.26906 -3.34278 2.11585 0.252
H -0.73833 -0.87951 1.65734 0.267
H 3.16252 -1.18956 -3.10446 0.218
H 4.37395 1.04188 1.05049 0.294
H 3.98104 1.33824 -0.71906 0.173
H 2.62736 1.40111 0.63779 0.254
H 5.41042 -1.13736 0.86226 0.264
H 4.77911 -2.12895 -0.65544 0.277
H 5.33415 -0.36823 -0.81281 0.221
O -6.61003 1.80530 7.23458 -0.545
C -5.65043 1.20663 6.78680 0.307
C -4.60454 0.65787 7.67639 -0.378
C -3.55167 0.00354 7.18468 -0.423
C -3.38615 -0.20242 5.72999 0.299
O -2.42548 -0.80169 5.28170 -0.563
C -4.43144 0.34597 4.84046 0.029
C -5.48457 1.00047 5.33216 -0.311
H -4.74138 0.81681 8.73886 0.409
H -2.77624 -0.40413 7.82121 0.413
H -4.29354 0.18640 3.77739 0.355
H -6.25993 1.40811 4.69544 0.460
O 5.73833 1.45550 -3.24597 -0.530
C 5.28518 1.77242 -4.33035 0.462
C 3.83237 1.96071 -4.53101 -0.134
C 3.33729 2.30610 -5.72039 -0.408
C 4.21943 2.51682 -6.88796 0.327
O 3.76757 2.83376 -7.97212 -0.549
C 5.67223 2.32847 -6.68731 -0.378
C 6.16733 1.98321 -5.49816 -0.394
H 3.20026 1.80316 -3.66583 0.323
H 2.27644 2.44749 -5.88527 0.436
H 6.30416 2.48596 -7.55261 0.399
H 7.22823 1.84189 -5.33330 0.416
```

Computed properties:
LUMO   -1.649 eV
Total charge   0
Highest occupied orbital energy   -9.456 eV
SMILES   C=CN(C(=O)OB(O)N(C)C)S(=O)(=O)C(F)(F)C(F)(F)C(F)(F)F.O=C1C=CC(=O)C=C1.O=C1C=CC(=O)C=C1


(3)
C6H6N2 | the ωB97M-V functional and the def2-TZVPD basis

XYZ file:
```
14
Properties=species:S:1:pos:R:3:mulliken_charge:R:1
C 1.85795 0.01006 -0.29988 -0.216
C 1.00491 -1.11315 -0.38673 -0.739
C -0.29513 -0.80204 0.28662 0.491
N -1.53472 -1.08047 -0.17826 -0.110
N -2.25782 0.19034 -0.37896 -0.561
C -1.38210 1.23735 -0.18906 -0.593
C -0.21812 0.75559 0.42910 0.201
C 1.04741 1.20652 -0.08322 -0.338
H 3.03799 0.22545 -0.21536 0.260
H 1.31987 -2.22688 -0.24615 0.252
H 0.09935 -1.13547 1.27194 0.221
H -2.03454 -1.75607 0.27533 0.280
H -1.75249 2.16277 -0.19444 0.514
H 1.10743 2.32600 -0.09094 0.338
```

Computed properties:
LUMO   -0.128 eV
Energy above the lowest of the compared OMol25 structures with the same formula, charge and spin   453.2 kJ/mol
Total charge   0
Highest occupied orbital energy   -7.824 eV
SMILES   C1=C[C@@H]2NN=CC2=C1


(4)
C13H10N4O3 | the ωB97M-V functional and the def2-TZVPD basis

XYZ file:
```
30
Properties=species:S:1:pos:R:3:mulliken_charge:R:1
N -0.66629 0.37979 -3.49794 -0.523
C -0.15205 0.09982 -2.23072 0.237
C 0.60538 -0.99503 -1.97972 -0.617
C 1.01035 -0.96882 -0.63723 -0.162
C 1.53361 -2.12517 0.19510 0.720
C 1.10289 -2.05876 1.57035 -0.504
C 0.00186 -2.83126 2.00482 -0.376
C -0.58273 -3.92697 1.25159 0.036
N -0.05568 -4.16450 0.04002 -0.579
C 1.06822 -3.46319 -0.40884 0.229
O 1.63951 -4.03716 -1.34346 -0.557
N 0.55591 0.09758 -0.08357 -0.765
N -0.03067 0.85281 -1.12356 0.509
C -0.69099 2.03049 -0.91151 0.823
O -1.43656 2.44546 -1.83416 -0.696
C -0.50365 2.86838 0.24518 0.253
C -1.50515 3.60179 0.76554 -0.404
C -0.93040 4.24810 1.97088 -0.402
C 0.26233 3.63889 2.10411 -0.459
O 0.59161 2.94832 1.04182 -0.317
H -1.19084 -0.35695 -3.94441 0.251
H -1.16040 1.24043 -3.45768 0.304
H 0.85555 -1.75154 -2.78168 0.378
H 2.64576 -2.03617 0.25888 0.291
H 1.66612 -1.36613 2.23084 0.343
H -0.30565 -2.79645 3.07423 0.293
H -1.42036 -4.45032 1.74819 0.358
H -2.44053 3.82049 0.34663 0.481
H -1.38258 4.99017 2.59709 0.436
H 0.91543 4.06592 2.78919 0.420
```

Computed properties:
LUMO   -0.909 eV
Energy above the lowest of the compared OMol25 structures with the same formula, charge and spin   512.5 kJ/mol
Total charge   0
Highest occupied orbital energy   -8.656 eV
SMILES   Nc1cc([C@H]2C=CC=NC2=O)nn1C(=O)c1ccco1


(5)
C48H120F2NO36P8S2 | the ωB97M-V functional and the def2-TZVPD basis

XYZ file:
```
217
Properties=species:S:1:pos:R:3:mulliken_charge:R:1
N -0.90393 -0.48416 0.98516 0.493
S -1.81061 0.23032 -0.06446 0.136
O -2.82380 -0.55579 -0.68170 -0.539
O -1.19186 1.26485 -0.79633 -0.173
F -2.75571 1.08448 0.91950 -0.369
S -0.27356 -1.67939 0.03128 0.231
O 0.33079 -1.35843 -1.19852 -0.549
O -0.91814 -2.93551 0.12169 -0.323
F 0.95639 -1.95425 0.99167 -0.147
C 1.28473 3.64890 -5.21145 -1.129
C 2.32883 2.78210 -4.54908 -0.731
O 2.08586 2.72394 -3.15408 0.166
P 3.33925 2.85092 -2.19038 0.375
O 4.37827 3.79703 -2.58581 -0.900
O 3.83214 1.37101 -2.01957 -0.212
C 2.85497 0.35932 -1.84612 -0.240
C 3.49810 -0.80754 -1.13968 -0.806
O 2.65608 3.14720 -0.79713 0.594
C 2.33206 4.52474 -0.46949 -0.810
C 0.84485 4.78145 -0.68223 -0.322
H 1.24574 4.62841 -4.72535 0.226
H 1.40411 3.74444 -6.28741 0.484
H 0.28831 3.20757 -5.06602 0.238
H 2.32528 1.79076 -5.02174 0.287
H 3.32906 3.18874 -4.73962 0.442
H 1.95880 0.70730 -1.32334 -0.101
H 2.46359 0.05086 -2.82022 0.569
H 4.39821 -1.13573 -1.66887 0.223
H 3.74120 -0.57754 -0.09965 -0.526
H 2.84503 -1.68105 -1.13151 0.697
H 2.50157 4.59984 0.61686 0.047
H 2.97491 5.28029 -0.91379 0.677
H 0.47966 5.70755 -0.25282 0.561
H 0.59819 4.65456 -1.74729 -0.083
H 0.27880 3.95308 -0.23330 -0.195
C 1.70771 1.74582 1.48708 1.722
C 3.17151 1.62344 1.81486 0.316
O 3.61492 2.67094 2.67236 -0.327
P 5.13879 2.87203 2.97492 0.424
O 6.03395 2.61944 1.86496 -0.514
O 5.18008 4.31037 3.59645 -0.337
C 5.98337 5.35368 3.01838 -0.140
C 5.84231 6.58775 3.83835 -1.301
O 5.42528 1.94915 4.22078 -0.313
C 4.73379 2.16580 5.50121 -0.091
C 5.69374 2.83585 6.47752 -1.038
H 1.36567 0.72203 1.35656 -0.782
H 1.14571 2.22457 2.29070 0.276
H 1.54617 2.31467 0.57682 -1.216
H 3.40040 0.63485 2.23887 0.669
H 3.72027 1.59544 0.86183 -0.326
H 7.02410 5.02965 2.92767 0.310
H 5.65132 5.51038 1.98419 0.278
H 4.79975 6.88262 3.91360 0.293
H 6.30166 6.41499 4.81132 0.308
H 6.38741 7.39980 3.35812 0.412
H 3.84619 2.77268 5.32794 0.263
H 4.49267 1.14268 5.78568 0.321
H 6.00824 3.76958 6.01727 0.108
H 5.16969 3.00377 7.41701 0.381
H 6.55492 2.19483 6.64355 0.304
C -4.57705 2.66189 -5.46643 -0.897
C -5.91790 1.93626 -5.55279 -0.444
O -6.13350 1.19299 -4.34147 0.135
P -7.57619 0.62218 -4.02643 0.468
O -8.68203 1.49516 -4.39108 -0.783
O -7.55175 -0.77361 -4.75688 -0.316
C -8.80611 -1.32956 -5.27434 -0.240
C -9.60851 -1.98777 -4.16398 -1.080
O -7.45299 0.22321 -2.52445 -0.164
C -7.08598 1.23368 -1.52345 -0.651
C -5.60365 1.15555 -1.18940 -0.474
H -3.78357 1.91349 -5.36477 0.281
H -4.37741 3.24843 -6.35909 0.444
H -4.56322 3.29036 -4.57582 0.081
H -6.69214 2.67784 -5.77955 0.399
H -5.88485 1.27924 -6.43719 0.284
H -9.35575 -0.54515 -5.79273 0.306
H -8.53414 -2.15816 -5.93194 0.289
H -10.12012 -1.30817 -3.48221 0.282
H -10.33717 -2.72358 -4.52050 0.407
H -8.90571 -2.61190 -3.59472 0.269
H -7.32317 2.25263 -1.84621 0.361
H -7.69415 0.97829 -0.65333 0.338
H -5.28908 0.12361 -1.02232 0.244
H -5.06430 1.43337 -2.09670 0.064
H -5.34963 1.74630 -0.31513 0.403
C -1.04237 -10.51535 -1.93361 -1.191
C 0.14489 -9.66885 -2.29354 -0.196
O -0.09976 -8.32321 -1.74233 -0.322
P 1.05937 -7.23982 -1.66408 0.608
O 2.39525 -7.66666 -2.04737 -0.840
O 0.84724 -6.76064 -0.17479 0.479
C 1.69313 -5.72682 0.37707 0.519
C 2.61788 -6.34287 1.38411 -1.525
O 0.54461 -6.06363 -2.56525 -0.257
C -0.73490 -5.43701 -2.33403 0.597
C -0.86876 -4.20291 -3.22203 -1.068
H -0.84505 -11.57021 -2.11134 0.392
H -1.31102 -10.30782 -0.90278 0.303
H -1.88884 -10.24199 -2.57008 0.281
H 1.01572 -10.09971 -1.79035 0.294
H 0.28045 -9.63462 -3.37476 0.312
H 2.25910 -5.21224 -0.40332 0.583
H 1.05886 -4.98692 0.86553 -0.670
H 3.06848 -5.56444 1.99432 0.328
H 2.00881 -6.95727 2.04924 0.331
H 3.33948 -6.96542 0.86530 0.400
H -1.51207 -6.17094 -2.59926 0.220
H -0.87125 -5.18423 -1.27989 -0.290
H -1.76276 -3.66934 -2.89785 0.342
H 0.01202 -3.60749 -2.98266 0.046
H -0.97622 -4.49235 -4.26069 0.454
C 8.81509 -3.10235 -3.25871 -1.249
C 8.97962 -2.95432 -1.79918 -0.216
O 8.34536 -1.73001 -1.42301 -0.076
P 8.00379 -1.48214 0.08606 0.701
O 8.94296 -1.98833 1.05999 -0.850
O 6.54686 -2.09088 0.20232 -0.119
C 5.87409 -1.83736 1.44244 -0.374
C 4.53061 -2.51927 1.42068 0.144
O 7.80735 0.04893 0.14544 -0.351
C 6.80376 0.73643 -0.66047 1.273
C 7.45157 1.38896 -1.85753 -1.513
H 7.76889 -3.19383 -3.53861 0.287
H 9.15752 -2.16994 -3.72139 0.286
H 9.41397 -3.91905 -3.65058 0.400
H 8.54364 -3.80008 -1.25359 0.305
H 10.02102 -2.93218 -1.47195 0.295
H 6.42105 -2.37714 2.23333 0.490
H 5.85485 -0.79427 1.76481 0.200
H 4.06311 -2.51690 2.40738 0.059
H 3.81173 -2.08565 0.71965 -0.341
H 4.68682 -3.56189 1.13789 0.379
H 6.03863 0.01034 -0.93350 -0.370
H 6.34876 1.54326 -0.08867 0.147
H 7.72125 0.62610 -2.59313 0.278
H 6.69503 2.04880 -2.28891 0.229
H 8.36458 1.91307 -1.59900 0.375
C -2.56645 4.19224 -1.51700 -0.517
C -2.12188 5.01092 -2.68275 0.182
O -3.25351 5.46408 -3.43515 -0.269
P -2.98219 6.31847 -4.73951 0.526
O -4.15319 6.44770 -5.57925 -0.821
O -2.32284 7.66043 -4.22574 -0.382
C -3.19418 8.69360 -3.59219 -0.324
C -3.38669 8.45199 -2.10172 -0.936
O -1.76645 5.56411 -5.37871 0.129
C -1.14694 6.15905 -6.53467 -0.285
C -1.76708 5.67110 -7.83507 -1.209
H -3.38847 4.66797 -0.97608 0.392
H -2.99227 3.24175 -1.86334 0.150
H -1.73967 3.88341 -0.88464 -0.111
H -1.48211 5.83870 -2.34458 0.440
H -1.43732 4.40073 -3.27947 0.000
H -2.65590 9.62178 -3.78640 0.316
H -4.15786 8.71748 -4.11458 0.321
H -2.42964 8.18958 -1.63847 0.216
H -3.74665 9.36007 -1.61325 0.439
H -4.06903 7.63541 -1.88035 0.211
H -1.26535 7.25433 -6.51901 0.279
H -0.07053 5.97966 -6.54105 0.379
H -1.65412 4.58451 -7.93206 0.280
H -2.84622 5.83756 -7.79000 0.293
H -1.31466 6.14988 -8.69723 0.404
C 1.90175 -2.07331 4.77462 -1.228
C 0.59633 -1.35252 4.52226 1.626
O 0.07041 -0.91105 5.81049 -0.425
P -1.44916 -0.63131 6.07439 0.547
O -2.33653 -1.74866 6.27321 -0.605
O -1.31748 0.38500 7.27450 -0.316
C -2.52147 0.80329 7.95233 -0.040
C -2.28306 0.87439 9.43535 -1.365
O -1.92595 0.22286 4.83196 0.168
C -1.14198 1.36300 4.37913 0.621
C -2.04471 2.56907 4.20467 -1.562
H 2.26687 -2.51534 3.84636 -0.084
H 2.65851 -1.41129 5.19507 0.211
H 1.70174 -2.86877 5.49238 0.489
H 0.73621 -0.51841 3.83404 -0.350
H -0.09201 -2.06695 4.05323 -0.310
H -2.77021 1.82648 7.62720 0.164
H -3.38282 0.18898 7.69106 0.347
H -3.00349 1.54594 9.90105 0.394
H -2.36757 -0.12004 9.87762 0.316
H -1.28958 1.26112 9.65827 0.301
H -0.27802 1.54784 5.03145 0.592
H -0.68496 1.09612 3.42121 -0.472
H -1.55107 3.25384 3.50553 0.375
H -3.01313 2.30803 3.79572 0.286
H -2.20719 3.04648 5.17415 0.349
C -1.18649 -6.58274 2.50058 -1.137
C -1.33101 -5.10966 2.32440 0.972
O -1.90567 -4.49523 3.53482 -0.307
P -3.45252 -4.30796 3.75975 1.087
O -3.80540 -3.79411 5.06082 -0.865
O -4.02580 -5.76524 3.43733 -0.388
C -5.33528 -6.08395 3.88229 -0.319
C -6.35247 -5.67933 2.84890 -0.880
O -3.94522 -3.51036 2.49169 -0.279
C -3.52997 -2.13463 2.26114 1.329
C -4.59780 -1.16434 2.69081 -1.468
H -2.12449 -7.00301 2.83732 0.418
H -0.96460 -7.06953 1.54124 0.134
H -0.33672 -6.79209 3.14649 0.215
H -0.34890 -4.63748 2.30703 -0.384
H -1.92670 -4.84108 1.45463 0.169
H -5.32896 -7.16200 4.02676 0.304
H -5.55751 -5.61029 4.83576 0.258
H -7.38803 -5.76772 3.15565 0.380
H -6.15455 -4.64494 2.54184 0.121
H -6.16934 -6.21983 1.91130 0.274
H -2.56117 -1.87022 2.70454 -0.491
H -3.36087 -2.03427 1.19057 0.074
H -4.34327 -0.17801 2.29632 0.233
H -5.55571 -1.43620 2.22680 0.349
H -4.76253 -1.10837 3.76469 0.255
```

Computed properties:
LUMO   1.842 eV
Total charge   -1
Highest occupied orbital energy   -7.981 eV